1.
Molecular formula: C34H30AuGeN4S
Method: DFT, ωB97M-V with the def2-TZVPD basis set

Geometry (Å):
Au -0.0902 -0.6657 -1.2877
N -1.8915 2.6585 -0.4464
N -2.0967 2.7903 -1.8310
C -2.3046 1.7284 -2.5995
N -2.4555 1.8743 -3.9139
S -2.4371 0.1733 -1.8974
H -2.5216 1.9258 -0.1122
H -2.1446 3.5272 0.0170
H -1.8972 3.7032 -2.2250
H -2.5389 2.7792 -4.3504
H -2.7049 1.0623 -4.4559
C 2.0200 -3.7408 1.0085
C 2.7967 -4.3414 0.0349
C 2.7187 -3.9159 -1.2759
C 1.8603 -2.8740 -1.6392
C 1.0842 -2.2798 -0.6425
C 1.1528 -2.7108 0.6575
C 1.7908 -2.3396 -2.9914
C 2.2440 -3.0211 -4.1415
C 2.1154 -2.4351 -5.3707
C 1.5971 -1.1266 -5.4825
C 1.4700 -0.4242 -6.6970
C 1.0044 0.8629 -6.7071
C 0.6747 1.5103 -5.5051
C 0.7607 0.8500 -4.3093
C 1.2012 -0.4841 -4.2756
N 1.2683 -1.1307 -3.1006
H 2.0878 -4.0484 2.0397
H 3.4657 -5.1456 0.2988
H 3.3496 -4.3726 -2.0222
H 0.5353 -2.2648 1.4228
H 2.6605 -4.0098 -4.0387
H 2.4166 -2.9614 -6.2648
H 1.7681 -0.9100 -7.6133
H 0.9122 1.3992 -7.6380
H 0.3633 2.5422 -5.5307
H 0.5356 1.3225 -3.3626
C -2.5790 -3.0483 3.2664
C -2.9795 -2.4701 2.0774
C -2.3194 -1.3428 1.6060
C -1.2726 -0.8345 2.3397
C -0.8453 -1.4045 3.5162
C -1.5123 -2.5338 3.9775
Ge -0.3574 0.8602 1.5108
C -1.5867 2.2198 2.4186
C -1.0684 3.4892 2.6456
C -1.8464 4.4433 3.2793
C -3.1401 4.1395 3.6692
C -3.6674 2.8868 3.4114
C -2.8933 1.9291 2.7748
C 1.3239 0.8319 2.6349
C 1.2902 1.4797 3.8636
C 2.4521 1.5879 4.6076
C 3.6250 1.0074 4.1502
C 3.6519 0.3415 2.9343
C 2.4956 0.2471 2.1783
H -3.1063 -3.9129 3.6410
H -3.7953 -2.8827 1.5041
H -2.6250 -0.8980 0.6685
H -0.0131 -1.0043 4.0737
H -1.1808 -2.9984 4.8938
H -0.0570 3.7283 2.3423
H -1.4395 5.4258 3.4643
H -3.7414 4.8807 4.1729
H -4.6789 2.6503 3.7032
H -3.3095 0.9501 2.5851
H 0.3725 1.9159 4.2334
H 2.4332 2.1203 5.5471
H 4.5206 1.0627 4.7511
H 4.5688 -0.1028 2.5776
H 2.5095 -0.2717 1.2288

Summary:
Spin multiplicity: 2
Net charge: +2
E_LUMO (alpha / beta), hartree: -0.303 / -0.323
E, eV: -112731.5069

=====

2.
Molecular formula: C34H30BrN7O4Pd
Method: DFT, ωB97M-V with the def2-TZVPD basis set

Geometry (Å):
Pd 1.1193 0.0709 -1.3886
Br -5.2597 2.6519 4.2400
C -4.3192 3.8152 3.0673
C -2.9357 3.7602 3.0050
C -2.2462 4.6001 2.1466
C -2.9248 5.5295 1.3497
C -4.3222 5.5668 1.4477
C -5.0214 4.7161 2.2842
N -2.3472 6.5685 0.5999
N -1.1633 6.5093 0.1090
C -0.4795 5.3919 -0.2181
C 0.9182 5.6129 -0.3708
C 1.8350 4.6208 -0.5110
C 1.4182 3.2368 -0.5167
O 2.1854 2.2923 -0.3575
C -0.0486 3.0256 -0.7591
N -0.4109 1.8169 -1.2240
C -1.6944 1.5843 -1.4583
C -2.6794 2.5505 -1.2695
C -2.3171 3.7987 -0.8273
C -0.9693 4.0752 -0.5504
H -2.3918 3.0493 3.6123
H -1.1674 4.5301 2.1077
H -4.8493 6.2996 0.8492
H -6.1020 4.7572 2.3325
H 1.2260 6.6502 -0.2945
H 2.8989 4.8130 -0.5474
H -1.9405 0.6006 -1.8420
H -3.7130 2.3158 -1.4885
H -3.0663 4.5734 -0.7190
O 0.0560 -1.8175 0.4737
C -0.3961 -3.1054 0.0572
C 0.8750 -3.9832 -0.2877
O 0.7336 -5.2025 -0.0733
O 1.8133 -3.3660 -0.8115
C -1.2007 -3.0539 -1.2388
C -1.9994 -4.1444 -1.5893
C -2.6877 -4.1698 -2.7887
C -2.5823 -3.1079 -3.6818
C -1.7673 -2.0361 -3.3627
C -1.0783 -2.0065 -2.1529
C -1.2158 -3.6453 1.2277
C -2.5797 -3.3941 1.3316
C -3.2996 -3.7564 2.4651
C -2.6581 -4.3772 3.5234
C -1.2913 -4.6210 3.4376
C -0.5804 -4.2592 2.3069
H -0.6538 -1.1758 0.3477
H -2.0591 -4.9879 -0.9121
H -3.3011 -5.0295 -3.0316
H -3.1141 -3.1304 -4.6259
H -1.6360 -1.2171 -4.0601
H -0.3766 -1.1631 -1.9778
H -3.0935 -2.9012 0.5151
H -4.3607 -3.5431 2.5173
H -3.2128 -4.6647 4.4088
H -0.7754 -5.1019 4.2610
H 0.4779 -4.4672 2.2381
C 6.4157 -2.0726 -0.5193
C 5.4709 -1.3571 0.4401
C 4.3241 -2.2664 0.8659
C 4.9667 -0.0321 -0.1426
N 4.5120 -0.1395 -1.5174
C 3.3229 -0.5391 -1.9801
N 3.3454 -0.4603 -3.3020
N 4.5681 0.0099 -3.6154
N 5.2798 0.2040 -2.5592
H 6.9059 -2.9063 -0.0131
H 7.1822 -1.4039 -0.9159
H 5.8637 -2.4788 -1.3686
H 6.0417 -1.0703 1.3330
H 3.6365 -2.5059 0.0514
H 3.7309 -1.8073 1.6593
H 4.7082 -3.2189 1.2389
H 5.7509 0.7258 -0.1459
H 4.1247 0.3533 0.4360
H 2.5818 -0.9896 -1.2705

Summary:
ΔE to the lowest compared entry with this formula, charge and spin, kcal/mol: 17.9
Net charge: -2
E_LUMO, hartree: 0.138
E, eV: -127886.9063

=====

3.
Molecular formula: C34H30Cl5N4O2PRu
Method: DFT, ωB97M-V with the def2-TZVPD basis set

Geometry (Å):
Ru -1.3534 0.4216 -0.8315
N -0.8727 1.4261 1.4224
C -0.0686 2.6219 1.2394
C 0.7180 3.0874 2.4785
C 1.3819 2.0192 3.3615
C 2.3321 1.0117 2.6807
N 3.1480 1.5883 1.6330
C 4.1484 2.4570 1.7430
N 4.4150 3.2044 0.6781
N 4.8999 2.5339 2.8472
C 0.8930 2.4558 0.0143
O 1.8073 3.2835 -0.1090
O 0.7142 1.4635 -0.7200
H -1.7713 1.6363 1.8547
H -0.3853 0.7348 1.9874
H -0.7387 3.4387 0.9447
H 0.0402 3.6480 3.1240
H 1.4726 3.7868 2.1134
H 0.6187 1.4449 3.8929
H 1.9449 2.5721 4.1160
H 1.7685 0.2068 2.2012
H 2.9645 0.5534 3.4462
H 2.6678 1.6628 0.7442
H 3.6500 3.3495 0.0120
H 5.1805 3.8572 0.6735
H 4.8211 1.8305 3.5621
H 5.7220 3.1131 2.8606
C 2.4745 -4.3842 2.7061
C 1.3531 -3.7435 3.2116
C 0.5933 -2.9365 2.3843
C 0.9268 -2.7896 1.0401
C 2.0475 -3.4461 0.5355
C 2.8209 -4.2307 1.3714
P -0.1796 -1.7101 0.0337
C 0.9328 -1.2559 -1.3488
C 0.3876 -1.0776 -2.6268
C 1.1581 -0.5079 -3.6315
C 2.4520 -0.0901 -3.3683
C 2.9934 -0.2648 -2.1034
C 2.2389 -0.8381 -1.0968
C -1.3311 -2.9492 -0.6398
C -1.0651 -4.3066 -0.6431
C -1.9878 -5.2018 -1.1877
C -3.1678 -4.7506 -1.7278
C -3.4749 -3.3748 -1.7408
C -4.6544 -2.8698 -2.3225
C -4.8902 -1.5186 -2.3641
C -3.9854 -0.6175 -1.7897
C -2.8123 -1.0656 -1.1964
C -2.5421 -2.4542 -1.1866
H 3.0773 -5.0088 3.3483
H 1.0776 -3.8724 4.2490
H -0.2853 -2.4313 2.7651
H 2.3002 -3.3629 -0.5111
H 3.6947 -4.7281 0.9746
H -0.6095 -1.4560 -2.8542
H 0.7358 -0.3793 -4.6182
H 3.0394 0.3718 -4.1478
H 3.9962 0.0743 -1.8908
H 2.6552 -0.9511 -0.1035
H -0.1446 -4.6875 -0.2285
H -1.7637 -6.2586 -1.1869
H -3.8690 -5.4416 -2.1711
H -5.3704 -3.5629 -2.7395
H -5.7879 -1.1418 -2.8284
H -4.2397 0.4366 -1.8082
Cl -1.2705 1.8896 -3.0976
C -2.4472 2.7495 -2.1604
C -2.6546 2.2701 -0.8731
C -3.6348 2.9088 -0.1241
Cl -3.9819 2.3455 1.4709
C -4.3630 3.9884 -0.6249
Cl -5.5751 4.7550 0.3261
C -4.0984 4.4574 -1.9130
Cl -4.9584 5.8032 -2.5386
C -3.1291 3.8291 -2.7018
Cl -2.8001 4.3782 -4.2917

Summary:
ΔE to the lowest compared entry with this formula, charge and spin, kcal/mol: 90.4
Spin multiplicity: 2
Net charge: +1
E_LUMO (alpha / beta), hartree: -0.138 / -0.124
E, eV: -120277.4679

=====

4.
Molecular formula: C34H30CoN3O3P
Method: DFT, ωB97M-V with the def2-TZVPD basis set

Geometry (Å):
Co 0.5414 -0.3387 -0.2116
C -0.2079 -3.5063 2.7580
C 0.0156 -2.8301 1.5517
N -0.1584 -1.5321 1.4177
C -0.5327 -0.8028 2.4920
C -0.7654 -1.3910 3.7505
C -0.6011 -2.7883 3.8546
C -1.1008 -0.5576 4.8453
C -1.1284 0.8056 4.6890
C -0.8900 1.4011 3.4472
C -0.6526 0.6222 2.3141
N -0.4240 1.0489 1.0485
C -0.6782 2.2800 0.5441
C -1.5137 3.2708 1.0637
C -1.6375 4.5078 0.4253
C -0.9634 4.7858 -0.7387
C -0.1772 3.7847 -1.3594
C 0.4702 3.9542 -2.6024
C 1.1662 2.9106 -3.1506
C 1.2108 1.6872 -2.4660
N 0.6184 1.5074 -1.3017
C -0.0573 2.5295 -0.7332
H -0.0524 -4.5746 2.8083
H 0.3511 -3.3658 0.6722
H -0.7718 -3.2705 4.8091
H -1.3008 -1.0090 5.8086
H -1.3316 1.4392 5.5419
H -0.8386 2.4780 3.3867
H -2.1095 3.0754 1.9429
H -2.2825 5.2577 0.8632
H -1.0414 5.7589 -1.2062
H 0.4026 4.9096 -3.1081
H 1.6682 2.9985 -4.1035
H 1.7442 0.8381 -2.8812
O 2.4173 -1.7054 -3.4470
C 1.6823 -1.7777 -2.4847
O 1.8831 -1.2178 -1.3296
C 0.3524 -2.5643 -2.5686
P -0.9413 -1.5457 -1.7451
C -1.9193 -0.9546 -3.1728
C -1.9505 0.3917 -3.5170
C -2.6284 0.8043 -4.6569
C -3.2786 -0.1235 -5.4539
C -3.2642 -1.4688 -5.1050
C -2.5906 -1.8832 -3.9693
C -2.1169 -2.6971 -0.9589
C -2.0015 -4.0828 -0.9631
C -2.9296 -4.8628 -0.2842
C -3.9776 -4.2660 0.3982
C -4.1026 -2.8823 0.4031
C -3.1749 -2.1040 -0.2675
H 0.5188 -3.4893 -2.0135
H 0.0988 -2.8001 -3.5979
H -1.4537 1.1182 -2.8860
H -2.6473 1.8531 -4.9245
H -3.8031 0.1977 -6.3438
H -3.7751 -2.1951 -5.7237
H -2.5949 -2.9321 -3.6965
H -1.2031 -4.5730 -1.5055
H -2.8362 -5.9413 -0.2973
H -4.7043 -4.8778 0.9166
H -4.9257 -2.4143 0.9276
H -3.2616 -1.0218 -0.2633
C 4.3167 -0.8748 2.4642
C 3.2442 -1.2407 1.4554
O 2.3895 -0.1170 1.1762
H 4.8968 -1.7576 2.7334
H 3.8644 -0.4659 3.3682
H 5.0037 -0.1351 2.0490
H 2.5950 -2.0179 1.8563
H 3.6852 -1.6029 0.5256
H 2.9446 0.5605 0.7718

Summary:
Spin multiplicity: 5
Net charge: +1
E_LUMO (alpha / beta), hartree: -0.122 / -0.192
E, eV: -93270.7175

=====

5.
Molecular formula: C34H30OPS4V
Method: DFT, ωB97M-V with the def2-TZVPD basis set

Geometry (Å):
V -1.7639 0.9666 -0.1934
C 1.9451 -1.1868 0.2163
C 2.8270 -0.2143 -0.5108
C 4.1189 -0.5742 -0.8760
C 4.9489 0.3087 -1.5502
C 4.4789 1.5687 -1.8790
C 3.1895 1.9397 -1.5206
C 2.3493 1.0691 -0.8263
P 0.6201 1.5469 -0.2850
C 0.5908 3.1998 -1.0825
C 0.8183 4.3619 -0.3535
C 0.8185 5.6033 -0.9721
C 0.5955 5.6933 -2.3341
C 0.3617 4.5401 -3.0699
C 0.3564 3.2879 -2.4704
C 0.1225 2.0618 -3.3112
C 0.9655 1.7871 1.4964
C 2.2449 1.9782 2.0195
C 2.4745 1.8979 3.3841
C 1.4205 1.5917 4.2366
C 0.1430 1.4257 3.7279
C -0.1248 1.5579 2.3586
C -1.4969 1.4962 1.8078
H 2.4047 -2.1743 0.2801
H 0.9874 -1.2785 -0.2976
H 1.7299 -0.8320 1.2289
H 4.4880 -1.5639 -0.6271
H 5.9568 0.0132 -1.8166
H 5.1129 2.2695 -2.4087
H 2.8434 2.9283 -1.7854
H 0.9910 4.2886 0.7142
H 0.9979 6.4988 -0.3891
H 0.5982 6.6592 -2.8245
H 0.1751 4.6148 -4.1356
H 0.0857 2.3214 -4.3695
H -0.8313 1.6046 -3.0382
H 0.9114 1.3211 -3.1601
H 3.0798 2.1725 1.3560
H 3.4708 2.0560 3.7798
H 1.5992 1.4988 5.3022
H -0.6796 1.2158 4.4027
H -1.8487 2.5256 1.6721
H -2.1855 1.0072 2.5048
S -5.4389 3.5515 -0.3067
C -4.1332 2.5425 -0.4260
S -4.1271 0.8667 -0.0063
S -2.5492 3.0480 -0.9211
O -1.5431 -1.0788 -0.4278
S -1.6031 -1.9381 0.8014
C -3.1077 -2.9329 0.6050
C -4.1174 -2.4772 -0.2218
C -5.2927 -3.2086 -0.3182
C -5.4532 -4.3767 0.4115
C -4.4312 -4.8251 1.2401
C -3.2568 -4.1000 1.3443
C -0.4661 -3.2777 0.4637
C -0.2860 -3.6848 -0.8523
C 0.6286 -4.6803 -1.1386
C 1.3614 -5.2678 -0.1122
C 1.1848 -4.8443 1.1980
C 0.2787 -3.8383 1.4910
H -3.9900 -1.5530 -0.7742
H -6.0910 -2.8500 -0.9542
H -6.3751 -4.9398 0.3406
H -4.5534 -5.7379 1.8092
H -2.4571 -4.4481 1.9869
H -0.8500 -3.1924 -1.6353
H 0.7734 -5.0022 -2.1616
H 2.0864 -6.0401 -0.3339
H 1.7631 -5.2957 1.9941
H 0.1546 -3.4730 2.5040

Summary:
ΔE to the lowest compared entry with this formula, charge and spin, kcal/mol: 29.0
Spin multiplicity: 2
Net charge: -1
E_LUMO (alpha / beta), hartree: 0.076 / 0.076
E, eV: -116110.7332

=====

6.
Molecular formula: C34H31AsBrF4FeN2O9P3S
Method: DFT, ωB97M-V with the def2-TZVPD basis set

Geometry (Å):
Fe -0.5909 1.2467 0.4227
O 7.1429 1.0594 -0.0887
C 6.3473 0.8854 -1.1597
O 6.7805 0.4374 -2.1813
C 4.8990 1.2504 -1.0039
C 4.2226 1.1607 0.2076
C 2.8601 1.4098 0.2730
C 2.1847 1.7699 -0.8850
C 2.8516 1.8764 -2.0989
C 4.2054 1.6084 -2.1555
N 0.7909 2.0770 -0.7897
C 0.3881 3.1637 -1.3207
C -0.9531 3.6388 -1.0106
C -1.4731 4.8078 -1.5211
C -2.7096 5.2406 -1.0531
C -3.3504 4.4947 -0.0868
C -2.7631 3.3228 0.3810
N -1.5975 2.9007 -0.0889
H 6.6913 1.5511 0.6076
H 4.7360 0.8586 1.1135
H 2.3298 1.3577 1.2144
H 2.3057 2.1048 -3.0061
H 4.7386 1.6405 -3.0960
H 1.0574 3.7937 -1.9010
H -0.9138 5.3735 -2.2534
H -3.1458 6.1573 -1.4255
H -4.2920 4.8107 0.3388
H -3.2372 2.7406 1.1614
F 4.8959 -3.6503 3.4465
C 3.9136 -3.1094 2.7467
C 3.5662 -3.6248 1.5144
F 4.2068 -4.6788 1.0276
C 2.5329 -3.0473 0.7957
F 2.2196 -3.6656 -0.3463
C 1.8372 -1.9222 1.2394
P 0.4948 -1.1674 0.1944
C 1.1913 -1.3937 -1.4878
C 0.3930 -1.7115 -2.5879
C 0.9562 -1.8954 -3.8416
C 2.3268 -1.7763 -4.0190
C 3.1310 -1.4662 -2.9333
C 2.5651 -1.2688 -1.6846
C -0.7370 -2.5032 0.4284
C -0.7363 -3.6779 -0.3253
C -1.5937 -4.7185 0.0035
C -2.4484 -4.6075 1.0921
C -2.4344 -3.4522 1.8602
C -1.5809 -2.4065 1.5346
C 2.1599 -1.4739 2.5262
Br 1.1584 -0.1665 3.4199
C 3.1910 -2.0437 3.2539
F 3.5002 -1.6005 4.4681
H -0.6731 -1.8308 -2.4697
H 0.3191 -2.1486 -4.6789
H 2.7664 -1.9360 -4.9947
H 4.2040 -1.3789 -3.0510
H 3.2158 -1.0435 -0.8500
H -0.0544 -3.8011 -1.1533
H -1.5800 -5.6261 -0.5859
H -3.1069 -5.4264 1.3508
H -3.0735 -3.3666 2.7302
H -1.5609 -1.5239 2.1546
O -2.4727 -0.1073 3.9276
P -2.4287 1.1910 3.0028
O -3.7069 1.9186 2.9770
O -1.9197 0.6705 1.6515
O -1.2250 2.0283 3.6629
P -0.3070 3.0862 2.8386
O 0.8862 3.3131 3.8543
O -1.0441 4.2951 2.4590
O 0.3321 2.2425 1.7169
H -3.1029 -0.0035 4.6518
H 0.7991 4.1519 4.3241
C -3.9809 -2.0531 -1.7097
As -3.7797 -0.2855 -0.9978
C -4.9092 0.8648 -2.0430
C -4.5487 -0.3247 0.7532
S -1.7563 0.3135 -1.4133
H -5.0313 -2.3385 -1.6598
H -3.3779 -2.7369 -1.1159
H -3.6406 -2.0607 -2.7434
H -5.9189 0.4572 -2.0708
H -4.5041 0.9369 -3.0499
H -4.9215 1.8521 -1.5840
H -5.5884 -0.6192 0.6007
H -4.4943 0.6447 1.2410
H -4.0299 -1.0657 1.3542

Summary:
ΔE to the lowest compared entry with this formula, charge and spin, kcal/mol: 0.0
Spin multiplicity: 2
Net charge: +1
E_LUMO (alpha / beta), hartree: -0.140 / -0.147
E, eV: -272012.1857

=====

Question: net charge of number 5 (C34H30OPS4V)?
Answer: -1